Record 1
C57H119CsN7O15 | wB97M-V/def2-TZVPD

Each line ends with the Mulliken charge.
Geometry (Å):
Cs 14.89757 18.89129 19.53322  1.482
O 13.87513 15.12538 11.64678  2.117
O 16.28115 9.29518 14.28052  -0.461
O 12.39335 11.94625 15.99678  -0.518
O 19.42986 13.43766 19.22685  -0.427
O 16.78742 12.49307 10.22950  -0.520
O 18.64262 17.79350 19.28399  -0.388
O 17.85322 14.25795 14.84151  -0.465
O 13.65667 12.79423 20.52413  -0.415
O 9.83339 9.75821 8.75055  -0.520
O 14.08439 17.15719 17.51279  -0.880
O 16.32819 16.56237 18.61448  0.003
O 15.34731 14.40002 13.80549  -0.315
O 11.85118 17.91587 20.98648  -0.176
O 19.62575 16.75294 12.91605  -0.374
O 10.30364 17.73857 17.24983  -0.516
N 18.65992 14.10632 11.86700  -0.047
N 10.20405 14.73805 16.97928  -0.346
N 13.80641 15.84267 20.77944  0.691
N 13.81586 16.54324 11.77675  0.176
N 17.17430 11.81238 16.91478  0.257
N 10.89188 10.13192 9.72666  0.110
N 18.09866 19.14077 19.18120  0.124
C 18.49936 12.69250 11.91340  -1.061
C 17.11236 12.29139 11.54770  0.705
C 14.08984 11.78766 19.68018  -0.238
C 11.77586 18.07539 22.40164  -0.790
C 16.25302 16.07365 17.43294  0.138
C 10.61066 19.11910 17.37278  -0.492
C 20.18970 19.67425 20.40046  -1.584
C 11.31074 13.81125 17.03949  -0.299
C 17.54750 18.80780 16.84591  -1.311
C 18.08089 19.42425 21.49301  -1.854
C 20.10822 14.53330 12.05975  -0.966
C 9.36965 9.09840 11.42118  -1.555
C 18.28057 12.79505 18.79707  0.823
C 9.54385 12.28895 10.02030  -1.829
C 19.93984 19.60925 17.35190  -1.487
C 11.78091 16.44401 10.26712  -1.726
C 16.23758 16.62434 11.48759  -2.362
C 11.60117 16.56725 12.74748  -1.500
C 11.58480 16.62544 20.37815  -0.224
C 16.95968 14.75326 15.49820  0.267
C 14.82087 18.63566 10.95693  -1.286
C 11.89129 12.10645 10.79493  0.659
C 19.35083 17.54898 14.06178  -0.438
C 12.38230 18.50054 11.64235  -1.423
C 15.05678 9.63531 13.61260  -0.343
C 14.80223 16.34514 16.83197  0.616
C 18.24701 21.39444 20.11183  -1.252
C 14.83008 13.57084 20.81057  1.128
C 14.88470 17.09542 10.90134  1.990
C 10.91477 11.62909 9.71907  1.920
C 15.48138 14.97402 14.89985  -0.268
C 18.52716 22.00396 18.72728  -0.649
C 14.66640 14.88172 21.45011  -1.565
C 11.82613 9.83836 12.02313  -1.423
C 15.34965 12.52149 10.12747  -0.226
C 17.90523 21.08309 17.73604  -1.587
C 16.37760 9.87542 15.61278  -0.790
C 18.43397 12.36640 17.36543  -0.385
C 14.78128 16.66920 9.43279  -1.379
C 10.33052 15.77226 15.94449  0.285
C 17.22247 15.49196 16.65119  -1.339
C 11.28576 12.79426 15.90296  0.252
C 19.17294 14.30033 20.25087  -0.358
C 17.09820 11.20438 15.56979  0.316
C 10.79062 9.28695 10.94122  1.797
C 18.44108 19.66793 17.81115  2.198
C 12.41903 17.00618 11.60108  2.389
C 12.40026 15.45852 20.73328  -0.156
C 13.68584 12.40930 15.62379  1.462
C 11.36448 12.20374 8.35280  -2.192
C 11.33850 7.87374 10.51046  -1.958
C 14.52722 15.76654 15.58544  -0.970
C 13.41244 19.23404 10.82124  -1.048
C 18.65586 19.94110 20.25178  1.641
C 20.28725 15.49468 13.18796  0.235
C 11.74509 11.35530 12.12738  0.753
C 11.08904 17.01420 16.27472  1.079
H 16.99770 17.09191 10.92670  0.875
H 15.18125 19.05438 11.87040  0.509
H 17.34299 13.45908 18.76035  -0.688
H 16.38250 12.79640 12.18613  -0.599
H 16.44244 16.89026 12.53069  -0.050
H 17.81889 17.78027 16.69532  -0.326
H 20.75659 20.44246 19.79740  0.277
H 8.74192 11.99837 9.29723  0.316
H 11.62146 9.35388 12.95666  0.622
H 14.97327 12.20649 9.10534  0.192
H 12.16767 16.73539 13.69590  -0.536
H 9.70224 19.61300 17.70222  0.260
H 18.67637 12.29562 12.93267  0.179
H 17.05167 9.15329 16.32579  0.191
H 19.18698 11.63840 17.30965  0.682
H 19.89261 19.66863 16.25214  0.389
H 17.36001 19.30930 15.88720  0.618
H 11.71278 16.78115 19.30446  -0.332
H 16.62525 11.88353 14.82580  -0.808
H 11.26582 17.58984 15.37438  0.387
H 15.40482 10.03422 16.11052  0.317
H 13.75949 12.86044 14.59159  -0.600
H 12.16459 16.91546 9.36436  0.421
H 18.21728 18.40527 21.67250  0.287
H 20.56070 20.49458 17.69120  0.298
H 13.90025 17.18462 9.00149  0.384
H 20.33012 15.05067 11.06768  0.276
H 19.81376 15.06895 14.08523  -0.091
H 14.33073 14.83023 12.49055  -0.480
H 14.23883 9.05402 14.14780  0.393
H 12.06666 16.83941 16.73097  -0.609
H 11.38055 18.83764 11.40390  0.513
H 17.98012 11.85400 19.41286  0.186
H 18.12100 11.06996 15.22139  0.786
H 18.35151 18.00766 13.86143  0.104
H 8.94534 8.21221 10.98691  0.386
H 18.45623 20.00298 22.37645  0.494
H 10.37516 12.19884 15.98852  0.358
H 14.16232 10.82826 20.20812  0.308
H 13.33499 11.69059 18.88011  -0.014
H 10.64978 17.04811 12.73445  0.791
H 15.54140 13.00301 21.40315  0.435
H 19.61641 21.99766 18.57403  0.289
H 19.76290 15.15578 20.12352  0.298
H 12.05687 15.39781 10.12196  0.220
H 12.81068 9.55133 11.66374  0.130
H 20.01624 18.44872 14.14133  0.293
H 18.77258 13.21565 16.73810  -0.339
H 16.99987 19.67924 21.56965  0.298
H 12.50061 11.78006 12.80789  -0.793
H 20.32553 18.70737 19.90702  0.230
H 14.77635 10.70477 13.61329  -0.059
H 15.41810 18.98651 10.12323  0.315
H 12.94111 11.99218 10.33733  -0.565
H 11.36314 15.47164 12.79192  -0.211
H 11.40374 19.22987 18.18906  0.031
H 9.21309 12.07547 11.02129  0.455
H 10.80421 15.26845 15.10489  -0.741
H 14.15026 16.11675 19.84262  -0.408
H 11.70149 13.20782 10.90571  -0.689
H 20.79036 13.70936 12.11842  0.461
H 12.32750 14.27766 17.17774  -0.303
H 10.79846 17.72446 22.70394  0.292
H 16.53327 18.82485 17.22742  -0.402
H 11.41805 7.09211 11.26683  0.375
H 10.46970 16.50401 20.49590  0.441
H 20.43004 18.62980 17.60110  0.186
H 12.39094 7.89521 10.15422  0.343
H 13.65806 15.82042 14.98262  -0.177
H 13.15764 19.04566 9.79190  0.386
H 15.17406 9.23946 12.60022  0.351
H 14.93328 13.42647 10.44523  -0.101
H 14.65873 15.53584 9.31052  -0.159
H 10.67585 7.42256 9.72188  0.434
H 15.06252 12.01861 19.22082  0.132
H 15.34590 13.74430 19.82543  -0.702
H 19.18452 12.17504 11.29354  0.740
H 18.15893 23.04415 18.58752  0.393
H 16.90552 21.04176 17.93408  0.562
H 18.76984 22.06637 20.92342  0.251
H 17.21998 21.38713 20.32401  0.509
H 14.95756 11.74470 10.84048  0.284
H 10.40106 9.36123 8.10936  0.352
H 10.93783 19.54687 16.40987  0.296
H 14.35394 14.63644 22.49888  0.383
H 9.61614 13.39630 9.90599  0.379
H 9.17965 9.06322 12.52131  0.244
H 11.47545 13.27184 8.32007  0.198
H 15.61770 15.42427 21.56284  0.352
H 16.32431 12.32969 17.05092  -0.097
H 12.11271 14.72761 19.97453  -0.347
H 20.49163 19.84228 21.45803  0.544
H 18.04883 21.43228 16.71577  0.499
H 11.97229 19.09977 22.68513  0.246
H 21.40290 15.70404 13.28150  0.259
H 18.21312 14.75756 20.15962  -0.067
H 10.69482 16.50671 10.29040  0.451
H 16.33529 15.57164 11.31984  0.100
H 12.53606 18.82715 12.70523  0.223
H 19.15241 13.86152 21.25867  0.371
H 10.01196 15.06853 17.89025  0.461
H 17.00307 11.25272 11.73983  0.556
H 18.00635 17.18044 18.98320  -0.080
H 12.24220 11.68684 8.19044  0.713
H 10.63574 11.83361 7.59984  0.452
H 11.24424 13.37291 14.92012  -0.386
H 11.24406 13.29070 17.97080  0.542
H 19.47159 16.99927 14.98567  0.272
H 14.29688 11.56037 15.76217  -0.523
H 14.03318 13.23060 16.24956  -0.217
H 15.73298 16.93087 8.93110  0.534
H 8.80981 9.93671 11.09577  0.423
H 10.76462 11.61942 12.61015  0.285
H 9.26690 16.12223 15.70680  0.244
H 13.52988 20.30472 11.01052  0.441
H 18.12959 14.44888 12.65085  -0.398
H 18.20000 15.41968 17.10371  1.299
H 12.11477 15.07625 21.67268  0.663
H 12.53936 17.44108 22.81652  0.250

As for the calculated total energy: -102721.18667 eV. As for the net charge: -1.

---

Record 2
C9H13NO8 | wB97M-V/def2-TZVPD

Each line ends with the Mulliken charge.
Geometry (Å):
O -2.17427 -1.18028 -1.16847  -0.042
O 2.24192 -0.69319 0.67214  -0.472
O 2.40354 1.61086 -0.98583  -0.607
O -0.94239 -0.50664 -1.15761  -0.267
O -2.29515 -1.62390 -2.46162  -0.211
O 2.29346 0.51782 1.57015  -0.372
O -3.95959 -3.07646 -2.26962  -0.434
O -4.33880 -1.04367 -3.22978  -0.449
N -3.70233 -1.92367 -2.62568  0.956
C -0.30620 -0.85754 0.11334  0.315
C 1.69044 -1.29586 -1.50683  -1.690
C 1.24670 1.40390 1.09394  1.886
C 1.77218 2.75721 1.55345  -1.784
C -0.09216 1.00637 1.69282  -1.317
C -0.76257 -0.06867 1.27339  0.705
C 1.22906 -0.47345 -0.28909  1.198
C 1.27207 1.06272 -0.39269  -0.914
C -1.97253 -0.61428 1.96409  -1.511
H -0.40116 1.61007 2.57792  0.337
H 2.68589 2.96673 1.00460  0.424
H 0.98849 -1.14751 -2.33528  0.330
H 2.69664 -1.00616 -1.84190  0.485
H -1.70220 -1.28169 2.79337  0.255
H 1.70932 -2.35447 -1.21493  0.387
H -2.63620 -1.16804 1.28791  0.289
H 0.37907 1.46983 -0.89340  0.404
H 1.05642 3.56984 1.39177  0.345
H 1.99922 2.68105 2.61904  0.441
H -2.52754 0.23095 2.39329  0.412
H 2.41090 1.36643 -1.92105  0.474
H -0.26222 -1.93831 0.29257  0.427

The calculation puts the energy relative to the best compared isomer or geometry (same formula, charge and spin) at 12.4 kcal per mole. As for the calculated total energy: -27400.43989 eV. Its structure (SMILES) is CC1=C[C@@]2(C)OO[C@@](C)([C@@H]1OOO[N+](=O)[O-])[C@@H]2O.

---

For reference, HOMO-LUMO gap by record: 0.2358; 0.3078 Eh.
For reference, highest occupied orbital energy by record: -5.26; -9.50 eV.